No. 1
A single C9H9N molecule in a non-equilibrium geometry. Source: the OMol25 dataset; level of theory: ωB97M-V with the def2-TZVPD basis set.

Results
- multiplicity = 3
- LUMO level (spin up / spin down) (eV) = 0.96 / -2.23
- highest occupied orbital energy (spin up / spin down) (eV) = -5.73 / -8.97
- ΔE to the lowest compared entry with this formula, charge and spin (kJ/mol) = 53.64

Each line ends with the Mulliken charge.
CARTESIAN COORDINATES (ANGSTROEM)
C (2.436341, 1.837174, 0.683698)  0.053
C (1.369425, 1.304165, 0.601613)  -0.908
C (-0.200933, -0.858668, 2.037947)  -0.197
C (0.379078, -1.880498, 1.105650)  -0.530
C (-0.488046, 0.328928, 1.579848)  -0.613
C (0.441319, -1.658451, -0.238370)  -0.496
C (0.010518, 0.776521, 0.255582)  0.331
C (-0.043289, -0.415887, -0.662028)  0.565
C (-1.461993, 0.432735, -2.465279)  -0.786
N (-0.668335, -0.582659, -1.768827)  -0.601
H (3.253915, 2.271192, 1.148814)  0.454
H (-0.453938, -1.198859, 3.109576)  0.282
H (0.833309, -2.687879, 1.426659)  0.560
H (-1.054065, 1.038867, 2.210000)  0.348
H (0.864918, -2.260814, -1.006304)  0.432
H (-0.511313, 1.532443, -0.298241)  0.241
H (-0.761348, 0.682401, -3.192496)  0.344
H (-2.344007, -0.032667, -2.759335)  0.309
H (-1.601559, 1.371958, -1.768507)  0.213

Forces on the atoms, in the same order (eV/Å):
C -0.4 -0.2 0.7
C -1.2 -0.4 -1.9
C 1.6 -6.8 0.6
C -2.4 4.3 5.1
C -2.5 3.8 0.0
C 0.3 2.5 -3.0
C 1.1 -0.2 0.0
C 0.9 -0.9 -0.1
C 1.9 1.4 4.4
N -1.2 0.5 -1.8
H 1.3 0.6 0.1
H 0.6 0.7 -1.9
H 1.9 -4.0 2.3
H 0.5 -0.3 -0.4
H -0.2 -0.9 -0.1
H -0.6 0.8 0.6
H 0.4 0.9 -2.1
H -1.6 -0.3 -0.9
H -0.4 -1.5 -1.6

No. 2
A molecular structure, C26H27N2O8OsSe2 in a non-equilibrium geometry. Source: the OMol25 dataset; level of theory: ωB97M-V with the def2-TZVPD basis set.

Results
- LUMO level (spin up / spin down) (eV) = -4.52 / -4.50
- highest occupied orbital energy (spin up / spin down) (eV) = -10.36 / -10.37
- total charge = +1
- ΔE to the lowest compared entry with this formula, charge and spin (kJ/mol) = 137.59

Each line ends with the Mulliken charge.
CARTESIAN COORDINATES (ANGSTROEM)
Os (-0.380655, -0.089838, -1.701085)  2.741
O (4.341747, -1.910861, -1.954572)  -0.488
C (3.095953, -1.503735, -1.746424)  -0.031
O (2.803943, -0.357343, -1.540339)  -0.456
C (2.097558, -2.605333, -1.780649)  0.468
C (2.521263, -3.923193, -1.722935)  -0.503
C (1.581048, -4.939048, -1.742813)  -0.615
C (0.252691, -4.596592, -1.837342)  -0.634
C (-0.095303, -3.254304, -1.901372)  0.764
N (0.789324, -2.255383, -1.871819)  -0.246
C (-1.557440, -2.879042, -2.038821)  0.003
O (-2.391477, -3.753480, -2.093449)  -0.669
O (-1.761642, -1.610398, -2.099998)  -0.763
H (4.952988, -1.161203, -1.964805)  0.393
H (3.578853, -4.135160, -1.665953)  0.531
H (1.883021, -5.976206, -1.693207)  0.481
H (-0.540769, -5.329239, -1.879466)  0.567
O (-0.838317, 2.061382, -4.062100)  -0.265
C (-1.331953, 3.367956, -3.809841)  -1.335
C (-1.399602, 3.692686, -2.305210)  2.169
C (-1.808637, 5.184739, -2.198432)  -1.405
O (-1.967529, 5.610346, -0.862693)  -0.520
C (-0.042463, 3.566856, -1.615482)  -1.434
Se (0.909977, 1.841716, -1.581336)  0.036
C (-2.440480, 2.862297, -1.540257)  -1.666
Se (-2.482717, 0.914035, -1.785753)  -0.048
H (-0.791979, 1.926552, -5.016573)  0.238
H (-2.336415, 3.465619, -4.236388)  0.439
H (-0.672788, 4.096337, -4.296000)  0.462
H (-2.714731, 5.361955, -2.789368)  0.483
H (-1.006297, 5.801983, -2.608131)  0.471
H (-2.825161, 5.332289, -0.528925)  0.346
H (-0.164207, 3.841992, -0.566396)  0.543
H (0.663138, 4.267114, -2.066166)  0.577
H (-3.445822, 3.182579, -1.826915)  0.560
H (-2.313605, 3.021362, -0.467674)  0.507
C (-0.421215, -1.038426, 5.095849)  -1.094
O (0.319211, -0.763764, 3.914089)  -0.294
C (0.304943, 0.495777, 3.429586)  1.110
C (-0.589697, 1.474796, 3.844068)  -0.618
C (-0.505363, 2.764553, 3.348014)  -0.902
C (0.497723, 3.110217, 2.457497)  -0.899
C (1.390684, 2.145017, 2.029879)  -0.517
C (1.278568, 0.833308, 2.472243)  -0.033
N (2.229605, -0.116070, 2.015912)  0.253
C (2.068843, -1.396521, 1.719695)  -1.440
C (0.880670, -2.103550, 1.456458)  1.577
C (0.882026, -3.506995, 1.660855)  -1.107
C (-0.254376, -4.248661, 1.525738)  -1.155
C (-1.459955, -3.617429, 1.165366)  -0.282
C (-1.491601, -2.277493, 0.891805)  -0.723
C (-0.320867, -1.480695, 0.958149)  1.044
O (-0.321051, -0.258595, 0.527911)  -1.601
H (-0.197317, -2.070761, 5.349360)  0.271
H (-1.495631, -0.935849, 4.933761)  0.403
H (-0.106893, -0.385847, 5.913028)  0.409
H (-1.358084, 1.229864, 4.562466)  0.429
H (-1.221881, 3.504357, 3.677603)  0.453
H (0.592263, 4.129887, 2.109791)  0.501
H (2.174812, 2.393146, 1.325422)  0.599
H (3.171237, 0.245254, 1.955351)  0.389
H (2.992810, -1.966935, 1.700329)  0.642
H (1.802244, -3.975293, 1.991367)  0.520
H (-0.235628, -5.314077, 1.706724)  0.463
H (-2.366404, -4.203429, 1.090723)  0.473
H (-2.401180, -1.785231, 0.569662)  0.427

Forces on the atoms, in the same order (eV/Å):
Os -1.6 1.0 2.8
O 0.4 -0.6 -0.1
C -0.3 0.4 0.0
O 0.0 0.3 0.2
C -0.5 -0.3 -0.2
C 0.1 0.2 0.0
C -0.1 -0.1 0.0
C 0.0 -0.1 -0.1
C 0.0 0.3 -0.1
N 0.9 0.0 0.3
C 0.4 -0.4 -0.1
O -0.1 0.1 0.1
O 0.2 0.3 0.1
H -0.2 0.2 0.1
H 0.0 0.0 0.0
H 0.0 0.0 0.0
H 0.0 0.0 0.0
O 0.2 0.0 -0.1
C -0.1 0.2 0.1
C 0.1 -0.4 -0.1
C 0.1 -0.2 -0.1
O 0.0 0.0 0.1
C -0.2 -0.3 -0.4
Se 0.1 -0.7 -0.2
C 0.0 -0.1 -0.2
Se 0.4 0.5 -0.2
H 0.0 0.1 0.1
H 0.0 0.1 0.0
H -0.1 0.1 0.0
H 0.0 0.0 0.0
H -0.1 0.0 -0.1
H 0.0 0.0 0.0
H 0.1 0.0 0.1
H 0.1 -0.1 0.0
H 0.0 0.0 0.0
H -0.1 0.0 0.0
C -0.1 -0.1 0.1
O 0.1 0.0 -0.2
C 0.2 0.1 -0.1
C -0.1 0.0 0.0
C 0.0 0.0 0.0
C 0.0 0.1 0.0
C 0.0 -0.2 -0.1
C -0.4 0.2 0.0
N -0.1 -0.6 -0.1
C 0.0 0.6 0.1
C -0.7 0.2 -0.2
C 0.2 0.2 0.2
C -0.1 -0.2 0.0
C 0.1 -0.1 0.2
C 0.2 0.5 0.0
C 0.1 -1.3 0.3
O 0.2 0.3 -2.1
H 0.0 0.0 0.0
H 0.0 0.0 0.0
H 0.0 0.0 0.0
H 0.0 0.0 0.0
H 0.0 0.0 0.0
H 0.0 0.0 0.0
H 0.0 0.0 0.0
H 0.1 -0.1 0.1
H 0.1 0.1 -0.1
H 0.0 0.0 0.0
H 0.0 0.0 0.0
H 0.0 0.0 -0.1
H 0.0 0.0 0.0

No. 3
2 unconnected molecules or ions with the total composition C5H13IN2 in a non-equilibrium geometry. Source: the OMol25 dataset; level of theory: ωB97M-V with the def2-TZVPD basis set.

Results
- multiplicity = 3
- LUMO level (spin up / spin down) (eV) = 0.64 / 0.48
- highest occupied orbital energy (spin up / spin down) (eV) = -6.59 / -9.22
- ΔE to the lowest compared entry with this formula, charge and spin (kJ/mol) = 0.00

Each line ends with the Mulliken charge.
CARTESIAN COORDINATES (ANGSTROEM)
C (-3.134681, -0.544608, -0.562821)  -0.999
C (-1.013300, -0.771953, 1.569420)  -1.321
C (3.600944, 0.523561, -0.220825)  -0.998
C (-1.765974, 0.297158, -0.606278)  -0.566
C (-0.742466, -0.542158, 0.117003)  0.232
N (2.213064, 0.861561, -0.600732)  0.183
N (1.359259, 1.419631, 0.200183)  -0.614
I (0.501430, -1.901047, -0.749641)  0.040
H (-3.124103, -1.127304, -1.545539)  0.264
H (-4.085903, -0.036868, -0.707064)  0.323
H (-3.137547, -1.177066, 0.262623)  0.354
H (-1.065292, -1.902960, 1.685182)  0.370
H (-1.996580, -0.411266, 1.748942)  0.334
H (-0.275432, -0.333985, 2.203478)  0.321
H (4.325811, 1.224845, -0.314063)  0.387
H (3.549869, 0.050211, 0.760980)  0.333
H (4.078811, -0.312060, -0.807209)  0.301
H (-1.703780, 1.418896, -0.272202)  0.238
H (-1.467779, 0.489344, -1.671938)  0.365
H (2.185539, 0.884889, -1.560254)  0.243
H (1.698109, 1.891178, 1.070754)  0.210

Forces on the atoms, in the same order (eV/Å):
C 1.0 1.3 -3.7
C 0.1 -2.3 -1.4
C -1.8 -3.8 0.4
C 0.3 1.0 -1.1
C -0.8 0.9 0.3
N 3.9 -0.5 2.5
N -1.7 1.6 0.3
I 0.1 -0.4 -0.6
H 0.3 0.1 1.5
H 0.1 0.6 0.6
H -0.3 -1.1 1.3
H 0.2 1.3 0.5
H -0.7 0.6 0.7
H 0.5 0.2 0.6
H 1.8 3.0 0.2
H 0.2 0.5 0.3
H -1.2 0.5 -0.1
H -0.6 -2.1 0.3
H -0.3 -0.7 0.7
H -1.6 0.4 -2.5
H 0.7 -1.1 -1.0